(1)
ORCA calculation (ωB97M-V/def2-TZVPD) on C32H28Br2F6N9O8PS2V as an isolated structure.

```
89
Properties=species:S:1:pos:R:3:lowdin_charge:R:1
H 1.95998 3.67628 -0.61170 0.101
C -0.20815 2.72736 2.04493 -0.351
H 1.89739 -0.73022 5.42877 0.112
O 1.71245 -0.41418 -2.70368 0.196
C -1.88930 3.77347 3.38390 -0.005
H -2.63499 2.34296 -0.01795 0.098
N -1.61297 -1.18526 3.02874 0.066
C -2.26373 1.69698 2.29435 -0.141
O 2.14179 -3.35823 0.92279 0.095
C -0.43877 2.99884 -3.04572 -0.055
C 0.29608 -5.25791 -2.83582 -0.075
H 0.05731 4.60522 3.05361 0.130
C 3.61119 3.36797 -1.92916 -0.051
N 1.70159 -2.22513 0.91745 -0.374
H 0.77811 -0.08943 3.32240 0.068
H -3.74837 2.65499 3.46726 0.126
C 2.58421 0.65088 2.41139 -0.334
Br 2.38019 -5.47938 -4.75133 0.824
F -5.67750 -1.96371 0.02221 0.207
H -1.30182 -5.12638 -1.41997 0.120
P 1.70533 1.25015 0.95992 1.070
N 0.46638 -1.89449 1.43206 0.128
H -1.88096 -3.24185 3.16315 0.164
H 4.32458 -0.36912 5.69791 0.119
F -5.39453 -0.71489 -3.31643 0.159
N -0.87935 1.83100 -1.00671 -0.022
H -2.56573 -1.02491 2.72703 0.060
C 1.30176 -4.57295 -3.50817 -0.662
V -0.44498 0.24252 0.24252 0.986
H -0.94808 -2.72947 -0.96679 0.091
H -2.22821 4.58667 4.01177 0.131
F -4.37198 -0.64964 -5.22349 0.180
O -2.29145 -0.49423 0.30970 -0.434
C 0.70702 -2.57205 -2.34022 -0.143
C 4.57147 0.49945 3.75568 -0.043
C -4.51188 -1.69620 0.55159 -0.675
C 0.97434 -1.15036 -2.15519 -0.363
C -2.01283 2.54856 -0.87273 -0.096
N -1.29367 -2.51495 2.78182 0.008
S -3.50641 -0.65464 -0.58852 0.667
C -0.30008 -3.24983 -1.65679 -0.040
C -4.30327 -0.31265 -3.95174 -0.672
F -4.18886 1.00480 -3.84150 0.150
H 0.77884 1.47055 -2.20265 0.095
C -0.50235 -4.59304 -1.91656 -0.038
H 2.28270 -2.68559 -3.80179 0.128
H -2.90451 0.88198 2.00445 0.083
H 5.52595 0.57844 -2.06298 0.122
C -1.61454 3.71952 -2.90236 -0.662
N 0.02935 -4.18023 2.02599 0.232
H 3.51207 4.34289 -2.38736 0.118
H -3.34244 4.02089 -1.64228 0.127
C -2.73706 2.69797 3.09099 -0.021
H -1.54600 -1.00181 4.02511 0.118
C -0.22163 -2.87815 2.05369 -0.363
H 0.20819 3.13640 -3.89986 0.128
Br -2.12516 4.96647 -4.18772 0.887
O -2.50670 -2.27874 -3.99069 -0.224
C 3.87939 0.86790 -0.73436 -0.092
F -4.67290 -1.00372 1.69033 0.134
N -3.28034 -1.62426 -1.74429 -0.265
H 3.99203 -0.10747 -0.28310 0.101
H -0.50184 -4.81300 2.60114 0.138
C 2.73892 2.99178 -0.92065 -0.099
O -1.80323 -0.08373 -3.06542 -0.270
C -2.41316 3.49024 -1.78857 -0.055
C 3.83528 -0.08076 4.77736 -0.045
H 5.63277 0.66720 3.87844 0.120
H 5.29209 2.79547 -3.12979 0.121
H 0.13494 -6.30709 -3.04263 0.116
H 0.84321 -4.51084 1.53032 0.103
C 3.95105 0.87095 2.57141 -0.059
O -4.18854 0.58369 -0.78808 -0.224
C 1.51082 -3.22790 -3.27390 -0.026
H 4.53388 1.33202 1.78649 0.108
O 2.32588 -1.28935 0.43811 -0.025
C -0.62568 3.79013 2.85731 0.024
C 4.74467 1.25449 -1.74357 -0.038
N 1.03896 2.73738 1.47808 -0.069
H 1.66233 3.46543 1.80374 0.135
C 2.46960 -0.28667 4.62454 -0.057
C 2.86994 1.73893 -0.31526 -0.339
F -3.86055 -2.82094 0.84121 0.149
S -2.78376 -1.12661 -3.21008 0.655
N -1.00603 1.67479 1.77175 -0.011
O 0.23034 -0.60114 -1.01492 -0.234
C 4.61180 2.49975 -2.34250 -0.036
C -0.11369 2.06377 -2.09137 -0.106
C 1.84189 0.07592 3.44499 -0.106
```

Values from the calculation:
E_tot ... -276451.070 eV
Energy relative to the best compared isomer or geometry (same formula, charge and spin) ... 0.00 kJ/mol
2S+1 ... 2
E_LUMO (spin up / spin down) ... -7.583 / -7.006 eV
Net charge ... +2
Kohn-Sham gap (spin up / spin down) ... 5.885 / 6.464 eV
HOMO (spin up / spin down) ... -13.47 / -13.47 eV

(2)
ORCA calculation (ωB97M-V/def2-TZVPD) on a 2-piece molecular cluster, C34H33F2N2S overall at a distorted geometry.

```
72
Properties=species:S:1:pos:R:3:lowdin_charge:R:1
C 2.34092 1.66791 -4.37357 -0.482
C -1.07687 -6.41510 -0.78462 -0.158
H -1.26093 1.50714 1.79235 0.070
H 4.57209 3.57412 -2.61969 0.112
C 4.06851 3.11847 -3.47660 -0.013
H 0.27310 -3.31433 -1.40191 0.130
H -1.92227 -8.10885 -1.84806 0.113
C 2.80744 1.89666 -5.66883 -0.085
F -2.80808 -6.94494 0.74110 0.070
C -4.91785 -2.03321 1.82836 -0.182
H -0.12494 5.67088 -0.66453 0.107
C 2.63202 2.15352 1.70938 -0.384
C -1.24783 4.83064 0.99580 -0.076
C 2.05468 1.38182 2.90551 -0.060
H -1.69331 5.78217 1.29339 0.107
H 2.52345 1.72604 3.83921 0.081
C -2.12840 -4.67947 0.58937 0.089
C -4.78372 -1.12133 2.87997 -0.162
C 4.47126 3.41872 -4.78423 -0.074
C 0.24809 3.56559 -0.43761 -0.026
C -5.90979 -0.84205 3.81839 -0.010
C -0.00051 2.42135 0.31709 -0.179
C -1.99973 -5.99053 0.16776 -0.183
C -0.36120 -4.07123 -0.94110 0.022
H -3.38664 0.21196 3.80760 0.133
C -0.35589 4.77835 -0.09142 -0.052
C 4.13920 2.42432 1.88624 -0.065
S 0.95031 0.73508 -3.90351 1.072
H -1.53198 -0.29305 2.24943 0.096
H 4.74854 1.55141 1.60491 0.090
H -0.65884 -1.56898 0.10101 0.121
C -1.59700 3.64823 1.64491 -0.078
H 4.45546 3.28602 1.28531 0.078
H -6.12292 -1.63292 4.55154 0.109
H -1.13314 -8.50078 -0.32923 0.099
H 2.21845 0.29229 2.82153 0.088
H 0.97583 1.56730 3.01547 0.064
N 0.59477 0.55740 -1.20585 0.061
C -0.23985 -5.41208 -1.31450 0.014
H -0.15795 -8.08389 -1.76308 0.093
H 2.13104 3.14023 1.69282 0.143
H 4.35717 2.67588 2.93178 0.080
C 2.99861 2.24961 -3.27997 -0.233
H 0.50958 0.36403 0.79462 0.111
C -3.92001 -2.31576 0.92160 0.058
N 2.40414 1.85863 -2.06986 -0.049
H -5.70363 0.07681 4.37242 0.089
H -2.35209 3.64812 2.43380 0.105
C -2.49293 -0.78058 2.10840 0.009
H -6.83462 -0.67753 3.25782 0.100
H 2.34439 1.36553 -6.49299 0.109
C -1.49507 -2.24040 0.31302 0.165
H 2.94246 3.32308 -0.65598 0.135
C 1.30961 1.01725 -2.17160 -0.589
H 0.51455 -5.69960 -2.05947 0.134
C -2.61952 -1.74052 1.05649 -0.167
C 2.98727 2.22244 -0.77646 -0.109
H 2.84880 0.47125 0.40173 0.159
H -4.10680 -3.03290 0.12443 0.141
H -2.85177 -4.46278 1.37028 0.131
C -1.06808 -7.84776 -1.20461 -0.006
C 0.84201 1.17217 0.12556 -0.266
H 4.05442 1.95294 -0.81474 0.136
C -1.34321 -3.62799 -0.01306 -0.167
H 0.89019 3.51610 -1.31627 0.111
H 5.27754 4.12491 -4.95963 0.107
C 3.84242 2.80970 -5.87437 -0.084
C 2.32944 1.45139 0.37691 -0.236
C -0.97912 2.44516 1.31175 -0.047
H 4.13916 3.05144 -6.89084 0.107
F -6.08150 -2.76291 1.75829 0.070
C -3.52894 -0.50257 2.99085 0.007
```

Values from the calculation:
E_tot ... -55037.459 eV
Energy relative to the best compared isomer or geometry (same formula, charge and spin) ... 0.00 kJ/mol
2S+1 ... 1
E_LUMO ... -5.744 eV
Net charge ... +1
Kohn-Sham gap ... 4.011 eV
HOMO ... -9.76 eV

(3)
ORCA calculation (ωB97M-V/def2-TZVPD) on a 2-piece molecular cluster, C2H8NOS overall at a distorted geometry.

```
13
Properties=species:S:1:pos:R:3:lowdin_charge:R:1
H -2.65447 1.52864 0.42085 0.097
H 0.16353 -1.64453 0.98246 -0.032
N -0.63997 1.97267 0.64118 0.001
H -0.86722 2.92163 0.43739 0.035
H 0.22850 1.61232 0.25924 0.000
H 1.11865 -2.95785 0.16656 -0.018
S 1.52022 -0.66111 -0.71146 0.093
O -1.61976 0.17833 -0.61954 -0.141
C 1.12372 -1.94338 0.57032 -0.665
H -0.79149 -0.35430 -0.48088 -0.043
H 1.91390 -1.98045 1.32664 -0.022
H -1.76077 0.45242 1.48330 0.094
C -1.70139 1.00341 0.53129 -0.400
```

Values from the calculation:
E_tot ... -16577.136 eV
Energy relative to the best compared isomer or geometry (same formula, charge and spin) ... 66.87 kJ/mol
2S+1 ... 1
E_LUMO ... 4.126 eV
Net charge ... -1
Kohn-Sham gap ... 6.750 eV
HOMO ... -2.62 eV

(4)
ORCA calculation (ωB97M-V/def2-TZVPD) on C3H2FeLi2O3 as an isolated structure at a distorted geometry.

```
11
Properties=species:S:1:pos:R:3:lowdin_charge:R:1
Li -2.46527 -1.68383 1.17492 0.903
O 1.08234 0.82249 -0.34422 0.070
C 0.04257 -0.00782 -0.41683 0.070
H 0.06099 -0.84812 -1.11430 0.169
C -1.13075 0.31972 0.52885 -0.135
Fe 3.61626 0.09494 0.83179 1.180
H -0.83733 0.91793 1.39164 0.165
C 2.35741 0.42229 -0.68785 -0.298
Li -3.52683 0.51369 -0.73894 0.906
O -2.26431 -0.11600 0.32584 -0.206
O 3.06491 -0.43529 -0.95091 0.176
```

Values from the calculation:
E_tot ... -44048.019 eV
Energy relative to the best compared isomer or geometry (same formula, charge and spin) ... 253.44 kJ/mol
2S+1 ... 6
E_LUMO (spin up / spin down) ... -12.121 / -14.205 eV
Net charge ... +3
Kohn-Sham gap (spin up / spin down) ... 8.204 / 6.956 eV
HOMO (spin up / spin down) ... -20.33 / -21.16 eV

(5)
ORCA calculation (ωB97M-V/def2-TZVPD) on the molecule C7H8O2S2 at a distorted geometry.

```
19
Properties=species:S:1:pos:R:3:lowdin_charge:R:1
O 0.69317 -1.71970 0.93632 -0.519
H -2.05992 -1.03531 1.12558 0.089
O -0.65641 2.08226 1.70898 -0.491
C 1.82791 1.42609 1.87844 -0.303
C -3.13752 -2.27933 -3.14928 -0.102
H -2.02597 0.56851 0.28912 0.063
H -2.45633 -2.10333 -3.98081 0.080
S 0.17019 0.95831 2.14915 0.714
H -4.12238 -1.89069 -3.40584 0.080
C 2.96472 1.80192 1.74902 -0.127
S 0.27835 -0.44854 0.35589 0.756
C 4.33058 2.22211 1.54181 -0.089
C -2.21224 -1.10747 -0.96460 -0.127
H -3.21655 -3.35152 -2.97287 0.080
H 4.97340 1.34644 1.46659 0.087
H 4.40249 2.80369 0.62455 0.087
C -1.77459 -0.48700 0.23252 -0.283
H 4.66005 2.83654 2.37858 0.085
C -2.63894 -1.62298 -1.96315 -0.081
```

Values from the calculation:
E_tot ... -33145.854 eV
Energy relative to the best compared isomer or geometry (same formula, charge and spin) ... 357.69 kJ/mol
2S+1 ... 3
E_LUMO (spin up / spin down) ... 0.651 / -2.673 eV
Net charge ... 0
Kohn-Sham gap (spin up / spin down) ... 6.814 / 6.224 eV
HOMO (spin up / spin down) ... -6.16 / -8.90 eV

(6)
ORCA calculation (ωB97M-V/def2-TZVPD) on C8H10I3N2O as an isolated structure at a distorted geometry.

```
24
Properties=species:S:1:pos:R:3:lowdin_charge:R:1
C -0.90876 0.17338 -0.71193 -0.433
C -0.72169 -2.25924 -0.08752 -0.200
C -0.84622 0.34179 1.29337 -0.500
H 1.74871 -0.04299 -1.95140 0.086
H -1.79506 1.69018 -1.66678 0.188
C 1.50115 0.58241 -1.17619 0.055
C 0.10180 1.09805 -1.19720 -0.363
O -0.28656 2.14759 -1.72634 0.108
H -2.97456 0.90768 -0.31702 0.060
I 1.41809 -3.48599 1.69263 0.843
C -0.27363 -2.04973 1.36120 -0.585
H -0.79217 -3.20997 -0.38635 0.044
C -0.82289 -1.25677 -0.93412 -0.595
I -2.83499 0.52643 2.08115 1.036
H -2.64836 0.03839 -1.83390 0.061
N -2.19111 0.74831 -1.11563 0.053
H 2.10697 1.38335 -1.38341 0.077
H -0.43723 1.39933 1.40439 0.085
H 1.57693 0.59537 2.50542 0.114
H -1.17697 -2.41444 2.00731 0.127
I -1.39950 -1.66163 -2.97484 1.042
H 1.88329 0.15300 -0.24982 0.103
N 1.22751 -0.37705 2.34517 0.165
C 0.20515 -0.63473 1.67111 -0.573
```

Values from the calculation:
E_tot ... -37777.588 eV
Energy relative to the best compared isomer or geometry (same formula, charge and spin) ... 77.23 kJ/mol
2S+1 ... 1
E_LUMO ... -4.492 eV
Net charge ... +1
Kohn-Sham gap ... 7.914 eV
HOMO ... -12.41 eV

(7)
ORCA calculation (ωB97M-V/def2-TZVPD) on the molecule C6H4O at a distorted geometry.

```
11
Properties=species:S:1:pos:R:3:lowdin_charge:R:1
H -0.24940 0.10638 1.72194 0.187
O 1.02840 1.93925 -0.33796 0.050
C -0.01842 1.44051 0.09158 -0.168
H -0.96306 1.98854 0.19707 0.124
H -3.51852 -0.59236 -0.67431 0.024
C -1.34095 -0.62157 0.05597 -0.119
C 1.05369 -0.90231 0.17267 -0.097
C 1.90675 -1.64564 -0.24130 0.147
H 2.60213 -2.35999 -0.53009 0.017
C -0.09710 -0.07290 0.57468 -0.310
C -2.52036 -0.64084 -0.32209 0.144
```

Values from the calculation:
E_tot ... -8329.250 eV
Energy relative to the best compared isomer or geometry (same formula, charge and spin) ... 307.77 kJ/mol
2S+1 ... 1
E_LUMO ... 0.727 eV
Net charge ... 0
Kohn-Sham gap ... 10.629 eV
HOMO ... -9.90 eV